No. 1
Formula: C4H14N4
Source: the Open Molecules 2025 dataset
Level of theory: ωB97M-V/def2-TZVPD

- total energy (hartree) = -379.7966
- LUMO level (hartree) = 0.0372
- E_HOMO (eV) = -8.99
- SMILES string = C/N=C\N.NCCN
- largest force on an atom (eV Å⁻¹) = 0.5
- relative energy (zero: lowest compared OMol25 entry of this formula, charge and spin) (kcal/mol) = 23.4
- gap between HOMO and LUMO (eV) = 10.0

Geometry as XYZ:
```
22
C4H14N4 | the Open Molecules 2025 dataset | ωB97M-V/def2-TZVPD
C -1.8274 -3.2276 -0.6617
N -0.9902 -2.2054 -0.0622
C -0.0620 -1.6628 -0.7292
N 0.3229 -1.8760 -2.0362
H -2.8459 -2.8470 -0.7490
H -1.8524 -4.0954 0.0030
H -1.5046 -3.6086 -1.6365
H 0.5438 -0.9239 -0.2148
H -0.0577 -2.6399 -2.5624
H 0.6482 -1.0989 -2.5819
N 1.9583 2.4979 -0.3390
C 0.9770 2.7762 0.7042
C 0.2540 1.4946 1.1152
N -0.8207 1.7843 2.0563
H 2.8066 2.1137 0.0557
H 2.1947 3.3509 -0.8280
H 0.2115 3.4538 0.3238
H 1.3993 3.2442 1.6042
H -0.1773 1.0752 0.2110
H 0.9964 0.7828 1.5049
H -1.4692 1.0089 2.0944
H -0.4637 1.9283 2.9924
```

Mulliken atomic charge list, values in e, 6 entries:
1 C -0.676
2 N -0.399
3 C 0.065
4 N -0.417
5 H 0.222
6 H 0.240

=====

No. 2
Formula: C4H14N4O
Source: the Open Molecules 2025 dataset
Level of theory: ωB97M-V/def2-TZVPD

- total energy (hartree) = -454.9427
- LUMO level (hartree) = 0.0284
- E_HOMO (eV) = -7.86
- SMILES string = [H]/N=C(\C)OC.CN(N)N
- largest force on an atom (eV Å⁻¹) = 3.3
- relative energy (zero: lowest compared OMol25 entry of this formula, charge and spin) (kcal/mol) = 76.7
- gap between HOMO and LUMO (eV) = 8.6

Geometry as XYZ:
```
23
C4H14N4O | the Open Molecules 2025 dataset | ωB97M-V/def2-TZVPD
H -1.8260 -1.2485 -1.0368
N -0.8460 -1.0007 -1.1124
C -0.1768 -1.2384 -0.0521
C -0.6661 -1.9319 1.1925
O 1.1746 -1.0930 -0.0484
C 1.8371 -1.3325 -1.2902
H -1.7425 -1.8164 1.3062
H -0.1599 -1.5396 2.0725
H -0.4439 -2.9979 1.1108
H 1.3868 -0.7393 -2.0803
H 1.7841 -2.3931 -1.5434
H 2.8771 -1.0517 -1.1427
C -0.4796 1.3225 1.4284
N -0.3125 2.2140 -0.0142
N 0.9550 2.1284 -0.5613
N -1.2468 1.9282 -0.9806
H 0.4695 0.8931 1.7493
H -1.3765 0.7000 1.4525
H -0.6806 2.1697 2.0864
H 1.5907 2.6972 -0.0097
H 1.3095 1.1789 -0.6417
H -1.2770 0.9067 -1.2257
H -2.1501 2.2444 -0.6591
```

Mulliken atomic charge list, values in e, 6 entries:
1 H 0.222
2 N -0.845
3 C 0.868
4 C -1.209
5 O -0.359
6 C -0.800

=====

No. 3
Formula: C4H14N4O
Source: the Open Molecules 2025 dataset
Level of theory: ωB97M-V/def2-TZVPD

- total energy (hartree) = -454.2857
- LUMO level (hartree) = -0.3266
- E_HOMO (eV) = -16.90
- charge = +2
- largest force on an atom (eV Å⁻¹) = 6.9
- relative energy (zero: lowest compared OMol25 entry of this formula, charge and spin) (kcal/mol) = 0.0
- gap between HOMO and LUMO (eV) = 8.0

Geometry as XYZ:
```
23
C4H14N4O | the Open Molecules 2025 dataset | ωB97M-V/def2-TZVPD
C -1.0599 0.0126 0.9438
C 1.5797 -0.7751 -1.2199
C -3.3982 0.3941 -0.7488
C 2.4991 0.3631 -0.6824
N -1.6831 -0.9402 0.3517
N 2.1343 0.7904 0.5908
N 2.8821 1.0719 1.5009
N -2.6862 -0.8451 -0.5463
O 0.0254 -0.3863 1.7721
H -1.1651 1.0233 0.8159
H 1.2544 -1.5908 -0.5353
H 0.5888 -0.3189 -1.6137
H 2.1179 -1.2961 -1.9205
H -4.1598 0.2355 -1.4330
H -3.8648 0.7730 0.1033
H -2.7875 1.1178 -1.2617
H 3.5691 0.1343 -0.7782
H 2.2077 1.2556 -1.3673
H -1.6265 -1.8990 0.7008
H 2.4928 1.3916 2.3023
H 4.0194 0.9224 1.4654
H -3.0455 -1.7457 -0.9400
H 0.1060 0.3117 2.5002
```

Mulliken atomic charge list, values in e, 6 entries:
1 C -0.078
2 C -0.941
3 C -0.962
4 C -0.380
5 N 0.246
6 N 0.310

=====

No. 4
Formula: C4H14NO
Source: the Open Molecules 2025 dataset
Level of theory: ωB97M-V/def2-TZVPD

- total energy (hartree) = -290.0040
- LUMO level (alpha / beta) (hartree) = -0.2629 / -0.5446
- E_HOMO (alpha / beta) (eV) = -19.91 / -19.91
- charge = +2
- largest force on an atom (eV Å⁻¹) = 2.7
- relative energy (zero: lowest compared OMol25 entry of this formula, charge and spin) (kcal/mol) = 15.9
- gap between HOMO and LUMO (alpha / beta) (eV) = 12.8 / 5.1
- multiplicity = 2

Geometry as XYZ:
```
20
C4H14NO | the Open Molecules 2025 dataset | ωB97M-V/def2-TZVPD
C -1.3471 -0.4400 0.8282
C -0.5354 0.8791 0.8939
C -0.4797 1.7351 -0.3187
C 0.5089 1.4581 -1.4096
N -0.5860 -1.5689 0.1305
H -2.2460 -0.2729 0.2508
H -1.5897 -0.8027 1.7983
H 0.4616 0.6425 1.2745
H -1.0415 1.4790 1.6846
H -0.1121 2.8092 -0.0407
H -1.4921 1.8372 -0.7526
H 0.2949 0.4028 -1.7591
H 0.4705 2.1567 -2.2299
H 1.5746 1.3852 -1.1232
H -1.0985 -1.8754 -0.6947
H 0.3954 -1.3121 -0.1155
H -0.4385 -2.3170 0.8050
H 2.9473 -1.9124 -0.3133
H 2.2522 -2.1966 1.0211
O 2.0610 -2.0870 0.0702
```

Mulliken atomic charge list, values in e, 6 entries:
1 C -0.617
2 C -0.543
3 C -0.046
4 C -0.886
5 N -0.234
6 H 0.365

=====

No. 5
Formula: C4H14NO2
Source: the Open Molecules 2025 dataset
Level of theory: ωB97M-V/def2-TZVPD

- total energy (hartree) = -365.7890
- LUMO level (hartree) = -0.1522
- E_HOMO (eV) = -15.40
- charge = +1
- largest force on an atom (eV Å⁻¹) = 1.1
- relative energy (zero: lowest compared OMol25 entry of this formula, charge and spin) (kcal/mol) = 26.2
- gap between HOMO and LUMO (eV) = 11.3

Geometry as XYZ:
```
21
C4H14NO2 | the Open Molecules 2025 dataset | ωB97M-V/def2-TZVPD
C 0.8970 0.4457 -2.6794
C 0.9055 0.3828 -1.1604
C -0.4985 0.0626 -0.6074
C -0.2017 -0.4363 1.7533
N -0.5570 0.3438 0.8308
H 1.9191 0.4940 -3.0466
H 0.3706 1.3143 -3.0640
H 0.4519 -0.4571 -3.0880
H 1.2761 1.3063 -0.7370
H 1.6072 -0.3895 -0.8053
H -0.7640 -0.9594 -0.8366
H -1.2103 0.7188 -1.1221
H -0.0197 -1.4842 1.5479
H -0.0771 -0.1006 2.7743
H -0.6603 1.3430 1.0467
H -0.3533 3.5079 2.6236
H -1.6063 2.5992 2.6154
O -0.6400 2.5869 2.5663
H -0.5781 -4.2595 0.9799
H -0.0298 -3.6166 -0.2578
O -0.2315 -3.4022 0.6665
```

Mulliken atomic charge list, values in e, 6 entries:
1 C -1.267
2 C -0.234
3 C -0.833
4 C -0.104
5 N 0.110
6 H 0.357

=====

No. 6
Formula: C4H14NO2
Source: the Open Molecules 2025 dataset
Level of theory: ωB97M-V/def2-TZVPD

- total energy (hartree) = -365.8028
- LUMO level (hartree) = -0.1009
- E_HOMO (eV) = -14.89
- charge = +1
- largest force on an atom (eV Å⁻¹) = 2.0
- relative energy (zero: lowest compared OMol25 entry of this formula, charge and spin) (kcal/mol) = 17.5
- gap between HOMO and LUMO (eV) = 12.1

Geometry as XYZ:
```
21
C4H14NO2 | the Open Molecules 2025 dataset | ωB97M-V/def2-TZVPD
O -0.2580 -0.5342 2.0098
C -1.2676 -0.8721 1.0429
C -0.5744 -0.8929 -0.3068
N 0.1241 0.4390 -0.4086
C 0.8792 0.7279 -1.6635
C 0.4957 -1.9896 -0.3720
H -0.3501 -1.1068 2.7851
H -2.0722 -0.1359 1.1379
H -1.6874 -1.8497 1.2725
H -1.2572 -1.0327 -1.1414
H -0.4542 1.2306 -0.2605
H 0.7639 0.3630 0.3866
H 1.3474 1.6939 -1.5349
H 0.1153 0.8155 -2.4366
H 1.6042 -0.0454 -1.8508
H 0.0262 -2.9365 -0.0852
H 0.7990 -2.1547 -1.4043
H 1.2724 -1.8308 0.3627
H 0.0912 3.9136 0.2385
H 0.3083 3.1587 1.5810
O 0.0941 3.0390 0.6479
```

Mulliken atomic charge list, values in e, 6 entries:
1 O -0.536
2 C -0.674
3 C 0.181
4 N -0.139
5 C -0.941
6 C -1.431